The following is a DFT calculation (ωB97M-V/def2-TZVPD) of an isolated molecule of C4H8NPS at a distorted geometry.

## Properties
Orbital gap ... 9.30 eV
LUMO ... 0.5 eV
E_tot ... -25891.3757 eV
Energy relative to the best compared isomer or geometry (same formula, charge and spin) ... 0.0000 eV
Max |F| ... 1.086 eV/Å
SMILES ... CCCPN=C=S

Last column: Mulliken charge in e.
Cartesian coordinates (Å):
C (0.92526, 1.08639, 0.72220)  -1.163
C (0.80842, 0.39339, -0.65301)  -0.457
C (0.60773, -1.11986, -0.48683)  -0.684
P (-1.16248, -1.63963, -0.45604)  0.051
N (-1.97051, -0.51756, 0.64239)  -0.255
C (-2.34274, 0.55857, 0.23729)  0.375
S (-2.66034, 2.05397, -0.12351)  -0.320
H (0.61247, 2.12708, 0.69629)  0.285
H (0.35154, 0.52336, 1.45781)  0.332
H (1.96961, 1.04999, 1.03440)  0.396
H (0.01732, 0.83114, -1.26191)  0.257
H (1.75308, 0.55549, -1.17268)  0.342
H (1.15533, -1.47808, 0.38590)  0.417
H (1.02023, -1.62164, -1.36560)  0.371
H (-1.08492, -2.80264, 0.34327)  0.054

Force components x, y, z for each atom (eV/Å):
0.112 -0.403 -0.369
0.229 0.064 0.551
0.097 0.081 0.232
-0.447 -0.141 -0.764
0.125 -0.124 -0.813
0.583 0.252 0.881
-0.325 -0.235 -0.118
-0.088 0.000 0.055
-0.143 0.298 0.113
-0.014 0.049 0.121
-0.042 0.008 -0.029
-0.114 0.020 -0.240
0.059 0.040 -0.014
-0.131 -0.218 0.025
0.100 0.308 0.369